[1]
# C24H36Ge2N2OZn

A molecular structure, C24H36Ge2N2OZn (the ωB97M-V functional and the def2-TZVPD basis, the OMol25 dataset).

Last column: Mulliken charge in e.
Atoms and positions in Å:
Ge: -1.73485 1.00180 -2.59607  0.241
Ge: -1.06951 2.11554 0.72338  0.684
Zn: 0.03340 0.14709 -0.40696  0.319
O: -2.47309 -0.23914 -1.59233  0.036
N: 1.66512 -1.37340 -0.22512  -0.023
N: -0.75874 -1.76097 -1.47659  0.180
C: -4.88496 5.96690 1.18874  -0.466
C: -2.50625 2.64035 -1.83668  -0.849
C: -5.27950 5.33614 0.01681  -0.801
C: -3.15935 -2.35140 -3.53641  -1.078
C: -0.82329 0.32753 -4.34790  -0.259
C: 2.35760 -3.59378 -0.73821  -0.887
C: -2.86951 4.67827 1.19866  0.171
C: -3.24761 4.03994 0.01291  0.580
C: -2.20713 -1.58891 -1.24606  0.892
C: 3.66589 -3.28403 -0.40477  -0.343
C: -2.40588 2.99540 -0.54584  0.178
C: -0.06757 -2.93464 -0.93835  -0.817
C: 3.95504 -1.99723 0.02712  -0.773
C: 2.92619 -1.07739 0.10162  0.077
C: -4.47478 4.38362 -0.57353  -0.694
C: -1.99785 1.26593 2.30361  -0.364
C: -3.13669 -2.53923 -2.02562  -0.658
C: 0.62286 3.18101 1.07425  -0.588
C: 0.53067 4.54554 1.73346  -1.241
C: -3.67467 5.63724 1.77903  -0.970
C: -2.66038 2.20939 3.29259  -1.245
C: 1.37835 -2.61456 -0.62973  0.564
C: -1.16968 1.08590 -5.61143  -1.301
C: -2.50608 -1.72767 0.24628  -2.019
H: -4.81873 3.87382 -1.46068  0.382
H: -0.60362 -1.73816 -2.48479  0.018
H: -2.74329 0.57729 1.90796  0.176
H: 4.95893 -1.70542 0.28718  0.429
H: -0.58774 0.65647 -6.42876  0.385
H: -0.53904 -3.23740 -0.00014  0.397
H: -3.42929 -1.19782 0.46286  0.517
H: -0.10838 -3.79615 -1.61194  0.406
H: -2.65462 -2.76462 0.52469  0.476
H: 2.09410 -4.58239 -1.07846  0.437
H: -3.05520 1.63634 4.12719  0.442
H: -6.23039 5.58162 -0.42651  0.418
H: -3.36096 -1.30605 -3.77637  0.201
H: 1.23745 2.51656 1.68917  0.379
H: -1.69348 -1.30304 0.84103  0.407
H: -0.92201 2.14383 -5.54013  0.383
H: -1.14446 -0.71038 -4.43552  0.191
H: -3.96520 -2.94368 -3.96323  0.486
H: 0.01609 4.49459 2.68978  0.323
H: -5.52952 6.69273 1.65604  0.437
H: 3.11484 -0.06132 0.42327  0.426
H: -4.14297 -2.34959 -1.65358  0.462
H: -2.87946 -3.56836 -1.76697  0.387
H: 1.11484 3.28103 0.10488  0.379
H: -1.23262 0.67840 2.81720  0.456
H: 4.44341 -4.02546 -0.48927  0.463
H: -2.23134 -2.67195 -4.00655  0.282
H: -3.07959 3.20738 -2.56389  0.641
H: 0.02393 5.26297 1.09212  0.352
H: -3.48110 2.75268 2.83290  0.326
H: -1.94454 2.92379 3.68781  0.283
H: -3.36729 6.10909 2.69958  0.444
H: -1.92864 4.40994 1.65988  0.094
H: 1.53504 4.91878 1.92307  0.395
H: 0.25158 0.37685 -4.14155  0.400
H: -2.22223 0.98214 -5.87058  0.371

Calculated values
ΔE to the lowest compared entry with this formula, charge and spin in kJ/mol: 163.1
Net charge: +2
DFT total energy in Ha: -7053.46760
Max |F| in Eh/bohr: 0.0294
HOMO in eV: -13.86


[2]
# C24H36N2O4

C24H36N2O4 in the gas phase (the ωB97M-V functional and the def2-TZVPD basis, the OMol25 dataset).

Last column: Mulliken charge in e.
Atoms and positions in Å:
O: 2.95057 0.38239 1.13819  -0.612
O: -2.94684 2.60538 0.90573  -0.385
O: -7.17418 -2.44408 0.99327  -0.360
O: -6.23791 -1.17071 -2.07388  -0.669
N: 2.75114 0.36872 -1.10302  0.315
N: -6.10986 0.04535 -0.18415  0.149
C: -1.49857 0.83008 -0.02413  0.179
C: -5.85263 0.20187 1.22936  -0.931
C: -6.20664 -2.41406 -0.03079  -0.814
C: 6.20966 -2.51248 1.09359  -0.604
C: 5.16272 0.88229 -1.21007  -0.508
C: 0.88248 1.12267 0.25704  -0.383
C: 6.69947 -2.05157 -0.28649  -1.000
C: -6.18190 -1.12202 -0.85839  1.027
C: 6.75546 -1.46423 2.06018  -0.799
C: 7.06953 -0.55692 -0.13631  0.294
C: 4.08232 -0.19953 -1.22538  -0.735
C: 2.10488 0.77930 -2.32324  -0.990
C: -5.98558 1.28402 -0.92722  -1.122
C: 6.58914 -0.17118 1.26924  -0.597
C: 6.59287 0.34580 -1.28507  -1.372
C: 0.63856 2.30606 0.94766  -0.540
C: 2.28016 0.60648 0.14365  0.445
C: -1.74272 2.02307 0.64828  0.630
C: -4.20392 1.99549 0.67204  -0.278
C: -0.65039 2.75373 1.12825  -0.816
C: -4.56038 1.82532 -0.81071  -0.245
C: -0.19854 0.39267 -0.21493  -0.777
C: -8.49524 -2.46552 0.50594  -0.650
C: -4.41670 0.68778 1.44529  -0.297
H: -2.29735 0.22027 -0.41245  0.414
H: -9.14333 -2.50676 1.37892  0.239
H: -6.36674 -3.23718 -0.74118  0.392
H: -6.55365 0.94918 1.61968  0.222
H: 1.47061 2.86990 1.34110  0.446
H: 7.16416 0.65624 1.68389  0.403
H: 8.16389 -0.49336 -0.13530  0.558
H: -8.72183 -1.56745 -0.07900  0.291
H: 6.21561 -1.44842 3.00548  0.396
H: 5.03940 1.47553 -0.30365  0.342
H: -5.23791 -2.55562 0.45792  0.291
H: -4.89441 2.74300 1.09068  0.298
H: 4.12521 -0.77935 -2.15111  0.413
H: 4.22032 -0.86225 -0.37089  0.093
H: 1.25283 1.41909 -2.10589  0.401
H: 2.80984 1.33656 -2.94396  0.330
H: -4.23739 0.86264 2.50707  0.381
H: -8.66730 -3.34679 -0.12222  0.302
H: -4.48319 2.78959 -1.31479  0.358
H: 7.81170 -1.65248 2.26406  0.330
H: -0.85043 3.67458 1.65295  0.451
H: 5.53565 0.10247 1.27174  0.153
H: 6.72211 -0.19995 -2.22383  0.364
H: 1.76046 -0.09121 -2.89037  0.286
H: -6.02821 -0.73480 1.75362  0.558
H: 5.11935 -2.50099 1.13377  0.235
H: 7.25287 1.21644 -1.32681  0.416
H: 6.54510 -3.52060 1.33507  0.389
H: 5.01018 1.55137 -2.06220  0.467
H: -6.70073 2.00840 -0.52338  0.330
H: -6.23097 1.07394 -1.96943  0.535
H: 5.94001 -2.20687 -1.05052  0.264
H: -3.88059 1.13251 -1.30443  0.127
H: -0.03114 -0.54212 -0.73017  0.421
H: -3.72069 -0.08003 1.10903  0.139
H: 7.57963 -2.62169 -0.58734  0.412

Calculated values
ΔE to the lowest compared entry with this formula, charge and spin in kJ/mol: 66.2
DFT total energy in Ha: -1346.59832
Max |F| in Eh/bohr: 0.0101
HOMO in eV: -8.58
SMILES string: COCC(=O)N1CCC(Oc2ccc(C(=O)N(C)CCCC3CCCC3)cc2)CC1


[3]
# C24H36N6O3

9 unconnected molecules or ions with the total composition C24H36N6O3 (the ωB97M-V functional and the def2-TZVPD basis, the OMol25 dataset).

Last column: Mulliken charge in e.
Atoms and positions in Å:
O: -3.07955 3.66723 0.45251  -0.621
O: -3.32178 0.60421 0.17831  -0.651
O: -0.14564 0.63915 0.67155  0.580
N: 0.01036 3.76220 1.44630  0.076
N: 1.51264 1.46789 -3.42296  0.081
N: -0.22939 -2.52262 1.20358  0.571
N: -1.04485 -2.32266 4.36734  0.087
N: -2.51237 -2.68685 -3.92311  0.049
N: 2.52377 -0.47043 0.36284  0.609
C: -0.28643 2.49007 -2.60444  0.016
C: -1.93279 -1.33700 3.99121  -1.059
C: 4.44298 -1.44865 -0.21975  -0.787
C: 0.39280 3.34003 2.70973  -0.877
C: 3.47731 0.11974 1.14311  -0.349
C: 1.81944 3.19771 2.66526  -0.253
C: -1.01700 -2.54237 0.04714  -0.472
C: -1.11140 -0.98248 -3.98849  -0.280
C: -0.11162 -4.52752 0.33210  -0.907
C: -1.28242 -0.18505 3.68884  0.070
C: -0.12571 2.83178 -3.98397  -0.860
C: -2.94502 -1.76606 -2.93818  -1.132
C: 4.71123 -0.43128 0.76876  -0.665
C: 2.22618 3.59580 1.32747  -0.578
C: 3.06878 -1.36689 -0.45211  -0.591
C: 0.21200 -1.79477 4.32101  -1.047
C: 1.05717 3.92954 0.62809  -0.597
C: -1.37861 -2.19775 -4.56902  -0.843
C: -0.99822 -3.83461 -0.51676  -0.285
C: 0.78382 1.69469 -2.27556  -0.399
C: -2.02952 -0.73118 -2.94228  0.402
C: 0.12358 -0.51131 3.83285  -0.148
C: 0.32257 -3.75871 1.37382  -0.485
C: 0.95788 2.15642 -4.50149  -0.799
H: -0.29368 3.20795 3.51956  0.480
H: -0.81915 3.49014 -4.46524  0.434
H: -0.93501 4.08975 1.25479  0.244
H: -1.43607 -4.16917 -1.44008  0.507
H: 0.09118 -5.57780 0.20805  0.405
H: -1.71187 0.77404 3.45198  0.538
H: 1.53722 -0.23399 0.35038  -0.150
H: 2.43422 -1.91780 -1.11611  0.557
H: -3.04802 2.70651 0.40608  0.324
H: 1.08535 -3.97237 2.11594  0.406
H: -2.01383 0.19691 -2.39101  0.569
H: 5.14841 -2.09374 -0.70009  0.453
H: -3.98221 3.84706 0.67501  0.280
H: -3.77267 -2.03941 -2.31422  0.320
H: -3.72060 -0.08840 -0.34389  0.271
H: -0.95111 -2.81848 -5.35632  0.395
H: 3.28651 3.59379 1.02959  0.408
H: -1.53630 -1.64563 -0.28487  0.253
H: 2.46861 2.82124 3.45180  0.544
H: 2.29107 0.84458 -3.42500  0.199
H: 0.00314 -1.68749 1.73012  0.048
H: 0.96922 0.14405 3.69439  0.430
H: 1.13170 1.19229 -1.37810  0.248
H: -1.21467 -3.31319 4.39002  0.266
H: -0.84921 0.76643 0.04949  -0.095
H: -0.08622 1.42335 1.20374  -0.194
H: -1.04931 2.90897 -1.95182  0.653
H: 5.66459 -0.12223 1.18250  0.409
H: -3.18807 0.19272 1.05266  0.284
H: 0.86708 4.28792 -0.37675  0.552
H: 3.31111 0.89541 1.87863  0.360
H: -2.97333 -1.58513 4.06048  0.411
H: -3.01781 -3.54577 -4.17888  0.213
H: 1.42199 2.13136 -5.46945  0.414
H: 1.06813 -2.44052 4.54340  0.403
H: -0.27056 -0.34166 -4.23048  0.304

Calculated values
ΔE to the lowest compared entry with this formula, charge and spin in kJ/mol: 167.5
DFT total energy in Ha: -1490.32204
Max |F| in Eh/bohr: 0.0580
HOMO in eV: -7.70
SMILES string: c1cc[nH]c1.c1cc[nH]c1.c1cc[nH]c1.c1cc[nH]c1.c1cc[nH]c1.c1cc[nH]c1.O.O.O


[4]
# C24H36N6O6

9 unconnected molecules or ions with the total composition C24H36N6O6 (the ωB97M-V functional and the def2-TZVPD basis, the OMol25 dataset).

Last column: Mulliken charge in e.
Atoms and positions in Å:
O: 1.60743 2.48553 -4.92282  -0.323
O: 0.89799 1.87644 5.68320  -0.358
O: -2.61486 -2.56330 -0.95151  -0.422
O: 0.33830 2.05736 3.52956  -0.586
O: -2.40477 -4.48591 -2.08758  -0.402
O: 0.70202 1.02595 -6.36090  -0.665
N: 0.10830 -6.03261 1.01160  -0.450
N: 2.28896 -1.57457 -0.93959  -0.354
N: -6.47751 0.67928 -0.70573  -0.430
N: -2.78171 0.93662 -1.01919  -0.473
N: -3.44575 0.24343 2.74846  -0.496
N: 3.47025 4.40234 -0.64380  -0.475
C: 1.15432 2.17099 4.43172  0.532
C: -1.91633 0.46780 -0.34079  -0.053
C: -0.25557 -4.09059 -2.86890  -0.630
C: -4.52638 -1.37358 0.98136  -0.458
C: -0.79356 -0.11487 0.45421  0.663
C: 2.60095 2.52611 4.29541  -0.200
C: 0.51908 -3.44446 1.11179  -0.054
C: -5.95844 1.66140 -0.91542  0.389
C: 2.98147 3.58315 -0.01475  0.210
C: 0.81850 1.48287 -5.18923  0.492
C: 3.18482 -1.23352 -0.33447  0.457
C: 2.40025 2.44259 0.74932  0.258
C: 2.96667 2.89660 5.72698  -0.719
C: 1.54183 2.74716 -3.52398  -0.589
C: -0.95427 -2.69053 -2.74243  0.699
C: -1.36159 -5.13794 -2.86082  -0.514
C: 0.17248 0.86212 -4.02612  -0.120
C: 0.99792 1.46301 -2.92967  0.377
C: -3.95918 -0.45631 1.97963  0.365
C: 4.35900 -0.84868 0.50499  -0.942
C: -5.37724 3.02448 -1.07772  -0.749
C: 2.00955 2.09237 6.51749  -0.382
C: -2.09542 -3.17216 -1.86786  0.052
C: 0.29645 -4.89104 1.01481  0.157
H: -0.86231 1.18283 -3.90591  0.265
H: -1.36269 -2.22203 -3.63787  0.478
H: 2.79847 3.39808 3.67192  0.268
H: -5.09505 3.49374 -0.13524  0.257
H: 3.20599 1.70391 3.91329  0.216
H: -4.51350 2.87662 -1.72594  0.221
H: 0.10949 -0.22568 -3.99755  -0.079
H: 2.48802 1.14140 6.75165  0.276
H: 0.83943 3.54601 -3.28616  0.238
H: -5.57723 -1.61782 1.13681  0.447
H: -1.08693 -6.05424 -2.33826  0.328
H: 4.01135 2.61927 5.86780  0.333
H: 5.20344 -1.40220 0.09435  0.351
H: 2.53558 3.09781 -3.24541  0.307
H: 0.00193 -0.33350 -0.25817  -0.436
H: 0.44742 1.77012 -2.04045  0.021
H: -0.57146 0.66124 1.18662  0.278
H: -1.09549 -1.01749 0.98545  0.017
H: 4.19230 -1.22702 1.51354  0.284
H: 0.37505 -4.36139 -2.02209  0.168
H: 3.03730 3.95339 5.98448  0.301
H: 4.56979 0.21197 0.36823  0.242
H: -4.51009 -0.94195 -0.01941  0.079
H: 0.37140 -2.86095 0.20305  -0.255
H: -3.81728 -2.20096 1.00806  0.142
H: -1.69722 -5.43022 -3.85582  0.286
H: -0.27252 -1.98874 -2.26200  -0.543
H: 1.40922 -3.26141 1.71366  0.366
H: 2.01253 1.69139 0.06122  -0.126
H: 0.27634 -4.09908 -3.82027  0.411
H: -6.14871 3.63005 -1.55333  0.331
H: -0.21849 -3.07592 1.82473  0.257
H: 1.76488 0.73803 -2.65715  0.008
H: 1.72221 2.87699 1.48393  0.166
H: 3.26242 1.97980 1.22951  -0.025
H: 1.70062 2.73021 7.34564  0.310

Calculated values
DFT total energy in Ha: -1715.99598
Max |F| in Eh/bohr: 0.1416
HOMO in eV: -9.87
SMILES string: O=C1CCCO1.O=C1CCCO1.O=C1CCCO1.CC#N.CC#N.CC#N.CC#N.CC#N.CC#N